(1)
{
  "formula": "C21H18AuN3OS3",
  "method": "ωB97M-V/def2-TZVPD",
  "lumo_ha": -0.09309,
  "total_charge": 0,
  "molar_mass_g_mol": 621.6,
  "species": ["Au", "S", "S", "S", "O", "N", "N", "N", "C", "C", "C", "C", "C", "C", "C", "C", "C", "C", "C", "C", "C", "C", "C", "C", "C", "C", "C", "C", "C", "H", "H", "H", "H", "H", "H", "H", "H", "H", "H", "H", "H", "H", "H", "H", "H", "H", "H"],
  "xyz": [[1.3270, 2.1693, -0.2750], [-0.6858, 1.9519, -1.7400], [-1.5389, -0.4918, -3.2365], [2.7961, 2.6835, 1.7553], [2.6410, 1.3364, -1.7136], [0.0024, -0.5917, -1.1656], [0.2651, 2.8557, 1.4550], [0.6374, -0.4455, -0.0592], [-1.4143, 2.9135, 3.1147], [4.0853, -0.1408, -2.7780], [4.4070, -2.3628, -1.9412], [2.2451, -0.7651, 1.6749], [3.1510, 0.1571, -1.7484], [2.8743, -0.8840, -0.8071], [-3.2964, -0.3217, -0.1569], [3.5161, -2.1100, -0.9158], [1.8648, -0.6788, 0.2384], [-4.3039, -2.8845, -0.4247], [-1.0165, 2.8888, 1.7956], [4.6791, -1.3706, -2.8822], [-4.0534, -2.3705, 0.8355], [-3.5470, -0.8311, -1.4261], [-0.4320, 2.9321, 4.1087], [-3.2239, -0.0340, -2.6456], [-0.6184, 0.2356, -1.9055], [-4.0493, -2.1229, -1.5495], [0.8972, 2.9148, 3.7568], [-3.5502, -1.0871, 0.9668], [1.2204, 2.8513, 2.3978], [2.8063, 0.1268, 1.9649], [1.3597, -0.8464, 2.2995], [-4.2338, -2.5270, -2.5344], [4.2784, 0.6426, -3.4935], [-2.4614, 2.9211, 3.3658], [-1.7220, 2.9045, 0.9764], [1.6974, 2.9131, 4.4769], [-3.2128, 1.0374, -2.4521], [2.8949, -1.6205, 1.8300], [3.2951, -2.8817, -0.1904], [4.8763, -3.3311, -2.0185], [-3.8816, -0.2652, -3.4816], [-4.7016, -3.8822, -0.5339], [-4.2543, -2.9671, 1.7121], [-3.3598, -0.6794, 1.9485], [-2.9017, 0.6800, -0.0503], [-0.7169, 2.9556, 5.1502], [5.3584, -1.5775, -3.6986]],
  "forces_ev_per_a": [[-0.221, -0.325, 0.336], [1.592, 0.884, 0.961], [-0.137, 0.361, -0.193], [0.217, -0.073, -1.329], [-1.684, 3.023, 0.541], [-0.158, -1.079, -1.891], [0.982, -0.256, -0.753], [-0.156, 0.725, 2.334], [0.212, 0.084, -0.102], [-0.655, 0.659, 0.260], [0.050, -0.161, -0.043], [-0.037, 0.168, 0.103], [0.708, -2.688, 0.597], [0.284, 0.690, -0.766], [-0.074, 0.020, -0.119], [0.277, 0.022, -0.162], [-0.551, -0.030, -0.780], [-0.044, -0.102, -0.103], [-0.836, -0.064, -0.122], [-0.048, -0.377, 0.328], [0.008, 0.041, 0.124], [-0.211, -0.004, 0.067], [-0.002, 0.024, -0.096], [0.551, -0.135, -0.038], [0.378, -1.039, 0.434], [0.025, 0.164, 0.072], [-0.164, 0.001, -0.293], [-0.022, -0.054, 0.087], [-0.089, 0.014, 0.364], [0.025, -0.147, 0.008], [-0.062, -0.028, 0.054], [-0.026, -0.061, -0.104], [0.076, 0.094, -0.112], [-0.107, 0.058, -0.042], [-0.043, -0.124, -0.018], [0.062, -0.022, 0.143], [-0.241, -0.018, -0.084], [0.083, -0.176, 0.057], [-0.019, -0.069, 0.030], [0.049, -0.093, -0.019], [-0.056, 0.096, 0.023], [-0.028, -0.107, 0.004], [-0.016, -0.059, 0.096], [0.047, 0.031, 0.104], [0.041, 0.078, -0.028], [-0.025, -0.005, 0.077], [0.041, 0.058, -0.009]],
  "nbo_charge": [1.1491, -0.1285, 0.2681, -0.1279, -0.7038, -0.2310, -0.5023, -0.2804, -0.2818, -0.2846, -0.2888, -0.6605, 0.3736, -0.2526, -0.2490, -0.1082, 0.2637, -0.2012, 0.0724, -0.1779, -0.2203, 0.0544, -0.1189, -0.5520, -0.1570, -0.2313, -0.2652, -0.1922, 0.0550, 0.2409, 0.2257, 0.2100, 0.2188, 0.2359, 0.2304, 0.2397, 0.2265, 0.2267, 0.1996, 0.2095, 0.2358, 0.2127, 0.2116, 0.2064, 0.2077, 0.2280, 0.2129]
}

=====

(2)
{
  "formula": "C21H18Cl2N2O5Re",
  "method": "ωB97M-V/def2-TZVPD",
  "de_lowest_kj_mol": 40.69,
  "lumo_ha": [-0.30951, -0.29470],
  "total_charge": 2,
  "s2": 0.770,
  "multiplicity": 2,
  "molar_mass_g_mol": 635.5,
  "species": ["Re", "Cl", "Cl", "O", "O", "O", "O", "O", "N", "N", "C", "C", "C", "C", "C", "C", "C", "C", "C", "C", "C", "C", "C", "C", "C", "C", "C", "C", "C", "C", "C", "H", "H", "H", "H", "H", "H", "H", "H", "H", "H", "H", "H", "H", "H", "H", "H", "H", "H"],
  "xyz": [[0.4917, 0.6508, -0.5570], [-1.7362, 3.3170, 5.8669], [-3.4849, 2.7242, 0.8565], [2.1679, 0.2133, -1.3795], [-0.9935, 1.3286, 0.4750], [1.5013, 0.6201, 1.2793], [4.2484, 0.9871, -1.8942], [-0.1524, -1.3868, -0.3769], [1.2911, 2.5540, -0.9335], [-0.7317, 0.6684, -2.2962], [2.5839, 4.9151, -1.5089], [2.5618, 2.5525, -1.3929], [-1.1084, 1.8141, 1.7172], [3.2341, 3.7042, -1.6852], [0.3409, -1.3392, -3.3856], [1.1635, 1.0037, 2.4031], [0.5676, -2.4989, -1.0950], [-0.7064, -0.2461, -3.3089], [0.0766, -2.5816, -2.5033], [1.2774, 4.9217, -1.0425], [-2.2952, 2.4825, 2.0559], [3.1331, 1.2032, -1.5869], [-2.6764, 1.6992, -3.2611], [-2.6682, 0.7664, -4.2841], [0.6517, 3.7298, -0.7620], [-0.3045, 2.1031, 3.9671], [-1.7068, 1.6196, -2.3030], [-1.6799, -0.1962, -4.2969], [-0.1112, 1.6548, 2.6953], [-2.4910, 2.9498, 3.3369], [-1.5043, 2.7545, 4.2936], [-3.4251, 2.4838, -3.2006], [4.2511, 3.6265, -2.0498], [-1.6404, -0.9320, -5.0935], [-0.3660, 3.6913, -0.3949], [0.7365, 5.8458, -0.8935], [0.4659, 1.9687, 4.7266], [-0.4767, -1.7017, 0.4719], [1.8652, 0.8533, 3.2212], [0.6218, -3.4237, -2.9355], [0.3517, -1.6596, -4.4197], [-3.4098, 3.4675, 3.5938], [-1.6970, 2.3180, -1.4822], [-0.9830, -2.8560, -2.5133], [0.3378, -3.4057, -0.5496], [1.6289, -2.3142, -1.0317], [1.3318, -0.9484, -3.1951], [3.0887, 5.8468, -1.7437], [-3.4179, 0.7964, -5.0703]],
  "forces_ev_per_a": [[-0.320, 0.319, 0.790], [-0.129, 0.253, 0.678], [-0.244, 0.048, -0.209], [-0.146, 0.858, -0.331], [0.750, -0.817, -0.987], [0.102, -0.271, -0.167], [0.330, -0.285, -0.139], [0.430, -0.262, -0.380], [-0.071, 0.340, 0.055], [-0.187, -0.026, -0.260], [-0.003, 0.292, -0.026], [-1.030, 0.094, 0.286], [-0.470, 0.447, 0.177], [0.462, 0.205, -0.138], [-0.301, 0.046, 0.242], [-0.830, 0.463, -0.110], [-0.508, 0.216, 0.295], [-0.019, 0.055, 0.464], [-0.144, 0.109, -0.364], [0.159, 0.304, -0.046], [0.619, -0.359, -0.303], [-0.288, -0.862, 0.237], [-0.312, 0.202, -0.120], [-0.185, -0.006, -0.248], [0.186, -0.647, 0.021], [-0.746, 0.765, 1.495], [0.545, -0.273, 0.090], [0.078, -0.143, -0.208], [0.842, -0.750, -1.146], [-0.004, 0.093, 0.282], [0.707, -0.405, -0.337], [0.131, -0.157, -0.032], [-0.045, 0.075, -0.001], [-0.023, 0.104, 0.094], [0.063, -0.013, 0.015], [0.031, 0.013, -0.025], [-0.233, 0.058, -0.141], [0.090, -0.066, 0.214], [0.115, -0.009, 0.113], [-0.027, -0.014, -0.090], [-0.025, -0.123, -0.179], [0.116, -0.074, -0.013], [-0.015, -0.013, -0.023], [0.093, 0.063, -0.048], [-0.080, -0.108, 0.127], [0.285, 0.265, 0.089], [0.203, 0.133, 0.131], [-0.063, -0.113, 0.044], [0.112, -0.026, 0.132]],
  "nbo_charge": [1.7597, 0.1239, 0.0843, -0.6792, -0.6246, -0.5699, -0.4370, -0.7383, -0.4477, -0.5016, -0.1074, 0.0757, 0.2607, -0.1616, -0.4669, 0.4634, -0.0554, 0.2738, -0.4283, -0.1945, -0.0596, 0.7515, -0.2264, -0.0925, 0.0488, -0.1630, 0.0543, -0.2293, -0.1775, -0.1760, -0.0462, 0.2543, 0.2779, 0.2489, 0.2255, 0.2601, 0.2557, 0.5292, 0.1993, 0.2593, 0.2537, 0.2728, 0.2182, 0.2320, 0.2220, 0.2132, 0.2480, 0.2618, 0.2547]
}

=====

(3)
{
  "formula": "C21H18ClFN6O2",
  "method": "ωB97M-V/def2-TZVPD",
  "de_lowest_kj_mol": 76.34,
  "lumo_ha": -0.04041,
  "total_charge": 0,
  "molar_mass_g_mol": 440.9,
  "species": ["Cl", "F", "O", "O", "N", "N", "N", "N", "N", "N", "C", "C", "C", "C", "C", "C", "C", "C", "C", "C", "C", "C", "C", "C", "C", "C", "C", "C", "C", "C", "C", "H", "H", "H", "H", "H", "H", "H", "H", "H", "H", "H", "H", "H", "H", "H", "H", "H", "H"],
  "xyz": [[0.5311, -5.0130, 4.3318], [-1.3724, -2.8486, 5.3189], [0.6274, 3.4851, 2.4957], [2.6375, 2.9259, 4.2524], [-2.1797, -1.0185, -4.0812], [-2.4640, 1.2339, -3.8099], [0.1910, -1.9729, -4.3312], [0.6143, 1.2436, 2.4749], [0.7404, -3.1401, -4.7406], [-0.6216, 1.2956, -0.0897], [-0.0522, -1.0063, 4.6229], [0.3203, 2.4567, 1.8856], [2.0059, -1.3905, 3.4663], [-1.6167, 3.6790, -1.2004], [-1.1948, -1.9818, -4.3906], [1.8424, -2.7547, 3.5986], [-1.2157, 1.2884, -1.3052], [2.6280, 1.5189, 4.0572], [-1.7271, 2.4613, -1.8640], [1.1023, -0.4680, 4.0312], [1.0219, -0.7609, -4.2629], [-1.5139, -3.2035, -4.9220], [-0.2565, -2.3931, 4.7077], [-1.3596, 0.1079, -2.0244], [-0.2702, -3.8833, -5.1338], [-0.4427, 2.4746, 0.5645], [-1.9574, 0.1195, -3.2805], [0.7295, -3.2674, 4.2228], [-0.9578, 3.6826, 0.0116], [-2.3747, 2.3640, -3.1117], [1.1975, 1.0179, 3.8052], [0.5655, 1.5357, 4.5334], [-0.8312, -0.3415, 5.0206], [-2.8349, 3.2533, -3.5381], [-2.0240, 4.5937, -1.6599], [2.9394, -1.0523, 3.0098], [-2.5087, -3.5782, -5.1671], [0.3887, 0.4747, 1.8562], [-2.9267, -0.9602, -4.7622], [-0.8599, 4.6173, 0.5767], [-1.0816, -0.8308, -1.5880], [0.4059, 0.1105, -4.4976], [3.0539, 1.0398, 4.8910], [1.5541, -0.6462, -3.3082], [2.1188, 3.3716, 3.5289], [2.5531, -3.3904, 3.1608], [-0.1910, -4.8729, -5.5295], [3.2890, 1.2694, 3.2173], [1.7770, -0.8455, -5.0433]],
  "forces_ev_per_a": [[-0.047, 0.781, 0.055], [0.644, 0.088, -0.447], [-0.569, 0.107, -1.315], [-0.037, 0.148, -0.258], [1.673, 0.240, 0.602], [-0.519, 2.119, 0.298], [-0.786, 1.598, 0.553], [-0.491, 0.912, -2.260], [-0.014, 0.172, -0.383], [1.078, 1.327, 1.779], [-0.185, -0.203, 0.118], [0.645, -0.298, 2.394], [0.530, 0.971, 0.575], [0.508, 0.392, 0.901], [0.037, -1.160, -0.493], [-0.737, 0.935, 0.142], [0.189, 0.307, 0.548], [-0.660, 1.629, -2.160], [-0.578, 0.314, -1.046], [-0.786, -1.493, -0.429], [0.171, -0.505, -0.087], [0.181, -1.031, -0.413], [0.692, 0.489, 0.156], [-0.390, -1.137, -0.979], [-1.467, 1.013, 0.536], [-0.829, -1.716, -1.921], [-0.015, -0.508, 0.378], [-1.163, -0.571, 0.329], [0.056, 0.818, 0.588], [-0.122, -1.130, -0.768], [0.070, -0.344, 0.216], [0.016, 0.000, -0.030], [0.350, -0.351, -0.147], [0.074, -0.127, -0.071], [0.240, -0.489, 0.409], [-0.421, 0.068, -0.041], [0.391, 0.166, 0.276], [0.123, -0.351, 0.398], [0.325, 0.338, 0.143], [0.138, -0.493, -0.193], [0.306, -0.264, 0.184], [0.075, -0.144, 0.256], [0.253, -0.426, 1.399], [-0.424, -0.021, -0.130], [0.392, -0.772, 0.874], [0.798, -0.901, -0.333], [0.492, -0.304, -0.035], [-0.171, -0.153, -0.174], [-0.036, -0.040, 0.005]],
  "nbo_charge": [0.0157, -0.3065, -0.6428, -0.7412, -0.6058, -0.4433, -0.1931, -0.6020, -0.2701, -0.4177, -0.2598, 0.6578, -0.2107, -0.1026, 0.3076, -0.2153, 0.1816, -0.0597, -0.1621, -0.0056, -0.4088, -0.3802, 0.3850, -0.2817, -0.0309, 0.1426, 0.3722, -0.0871, -0.2480, 0.1102, -0.0987, 0.2240, 0.2361, 0.1958, 0.2279, 0.2223, 0.2230, 0.4257, 0.4214, 0.2488, 0.2391, 0.2114, 0.1900, 0.2092, 0.5012, 0.2328, 0.2072, 0.1595, 0.2255]
}